C25H20N2O6S | the ωB97M-V functional and the def2-TZVPD basis

Structure (XYZ):
```
54
Properties=species:S:1:pos:R:3:nbo_charge:R:1
C 0.786 4.892 -2.840 -0.645
C 1.515 4.216 -3.965 -0.067
C 2.698 4.753 -4.448 -0.192
C 3.385 4.165 -5.496 -0.227
C 2.884 3.016 -6.081 -0.205
C 1.707 2.458 -5.618 -0.250
C 1.019 3.048 -4.564 0.214
N -0.176 2.510 -4.061 -0.647
C -0.878 1.447 -4.508 0.667
O -0.623 0.760 -5.469 -0.588
C -2.130 1.172 -3.641 -0.318
N -1.782 0.599 -2.353 -0.468
C -1.960 -0.746 -2.122 0.551
O -2.402 -1.548 -2.887 -0.545
S -1.453 -1.123 -0.450 0.299
C -1.062 0.551 -0.135 -0.311
C -0.600 1.066 1.031 -0.147
C -0.334 0.338 2.212 0.207
C 0.077 0.792 3.457 -0.232
C 0.167 -0.333 4.277 -0.293
C -0.180 -1.423 3.494 0.316
C -0.255 -2.823 3.875 -0.119
C -0.504 -3.111 5.218 -0.120
C -0.585 -4.422 5.663 -0.191
C -0.851 -4.746 7.080 0.779
O -0.942 -5.864 7.522 -0.587
O -0.985 -3.661 7.861 -0.689
C -0.417 -5.467 4.755 -0.128
C -0.164 -5.185 3.429 -0.218
C -0.075 -3.877 2.962 0.054
C 0.223 -3.635 1.520 -0.638
O -0.478 -1.009 2.251 -0.399
C -1.311 1.371 -1.312 0.674
O -1.140 2.573 -1.395 -0.615
H 0.633 4.219 -1.997 0.229
H 1.354 5.749 -2.489 0.223
H -0.191 5.246 -3.170 0.218
H 3.088 5.653 -3.994 0.205
H 4.304 4.604 -5.854 0.211
H 3.408 2.548 -6.901 0.213
H 1.313 1.565 -6.072 0.251
H -0.519 2.959 -3.216 0.437
H -2.679 2.102 -3.468 0.227
H -2.754 0.447 -4.167 0.263
H -0.427 2.133 1.066 0.252
H 0.278 1.810 3.722 0.235
H 0.472 -0.356 5.303 0.235
H -0.656 -2.308 5.920 0.232
H -1.158 -3.939 8.774 0.503
H -0.486 -6.483 5.111 0.239
H -0.027 -5.997 2.730 0.217
H -0.676 -3.307 1.001 0.236
H 0.972 -2.856 1.397 0.227
H 0.579 -4.546 1.046 0.221
```

Calculated values
- Spin multiplicity: 1
- Structure (SMILES): Cc1ccccc1NC(=O)CN1C(=O)S/C(=C\c2ccc(-c3cc(C(=O)O)ccc3C)o2)C1=O
- ΔE to the lowest compared entry with this formula, charge and spin: 0.0 kcal/mol
- Charge: 0

=====

C25H21CuNOPS4Sb | the ωB97M-V functional and the def2-TZVPD basis

Structure (XYZ):
```
55
Properties=species:S:1:pos:R:3:mulliken_spin:R:1
Cu 0.016 -0.043 0.321 0.532
O 2.654 -0.979 0.086 0.046
C 1.979 0.033 0.140 0.121
C 2.688 1.379 0.002 0.006
C 4.071 1.392 -0.118 0.025
C 4.764 2.580 -0.303 0.008
C 4.068 3.778 -0.371 0.001
C 2.684 3.767 -0.279 -0.002
C 1.985 2.573 -0.115 0.011
P 0.151 2.445 -0.089 -0.051
C -0.328 4.160 0.345 0.023
C -0.114 4.505 1.684 0.010
C -0.413 5.780 2.138 -0.003
C -0.961 6.720 1.273 0.007
C -1.223 6.369 -0.044 -0.002
C -0.909 5.094 -0.505 0.007
C -0.244 2.346 -1.879 0.001
C -1.595 2.415 -2.241 0.007
C -1.993 2.174 -3.550 0.003
C -1.056 1.826 -4.516 0.000
C 0.282 1.727 -4.163 -0.009
C 0.686 1.987 -2.857 0.034
H 4.586 0.440 -0.053 0.002
H 5.846 2.575 -0.385 0.001
H 4.597 4.713 -0.510 0.001
H 2.131 4.698 -0.344 0.000
H 0.265 3.754 2.370 0.005
H -0.246 6.027 3.179 0.000
H -1.192 7.719 1.625 0.001
H -1.677 7.088 -0.717 0.000
H -1.110 4.834 -1.538 0.001
H -2.336 2.613 -1.474 0.000
H -3.044 2.233 -3.809 0.000
H -1.369 1.621 -5.533 0.000
H 1.019 1.439 -4.904 0.000
H 1.732 1.900 -2.591 -0.003
S -2.209 -1.549 4.040 0.001
Sb -1.625 0.327 2.853 -0.003
S -2.278 0.126 0.565 0.048
S 0.774 0.281 2.490 0.147
S -2.286 2.323 3.759 0.001
C 0.161 -6.451 -0.560 0.000
C 0.045 -4.956 -0.410 -0.003
C 0.483 -4.090 -1.401 0.012
C 0.370 -2.721 -1.200 -0.002
N -0.164 -2.191 -0.107 0.013
C -0.595 -3.013 0.847 -0.006
C -0.501 -4.394 0.733 0.002
H 0.599 -6.720 -1.523 0.000
H -0.820 -6.926 -0.484 0.000
H 0.788 -6.870 0.229 0.000
H 0.918 -4.470 -2.319 0.001
H 0.723 -2.015 -1.944 0.007
H -1.038 -2.552 1.728 0.002
H -0.862 -5.017 1.543 0.000
```

Calculated values
- Spin multiplicity: 2
- ΔE to the lowest compared entry with this formula, charge and spin: 0.0 kcal/mol
- Charge: -2

=====

C25H21F9O6 | the ωB97M-V functional and the def2-TZVPD basis

Structure (XYZ):
```
61
Properties=species:S:1:pos:R:3:nbo_charge:R:1
C 1.470 -1.667 -4.945 -0.161
C 1.276 -0.519 -4.649 -0.040
C 0.935 0.702 -3.984 -0.152
C -0.106 1.442 -4.380 -0.181
C -0.414 2.686 -3.620 0.521
O -0.792 3.691 -4.173 -0.505
C -0.159 2.589 -2.146 -0.056
C 0.943 1.826 -1.744 -0.128
C 1.291 1.701 -0.415 -0.172
C 0.512 2.313 0.551 -0.159
C -0.612 3.042 0.175 -0.054
C -1.419 3.631 1.270 -0.230
C -1.741 2.868 2.324 -0.363
C -0.953 3.202 -1.181 0.028
C -2.192 3.987 -1.531 -0.443
C -3.479 3.196 -1.199 -0.483
C -3.550 1.847 -1.866 0.976
F -4.831 1.410 -1.850 -0.334
F -3.186 1.876 -3.156 -0.330
F -2.836 0.901 -1.244 -0.326
C 1.740 1.140 -2.798 0.552
O 2.930 0.965 -2.725 -0.497
H 1.696 -2.651 -5.275 0.240
H -0.730 1.169 -5.217 0.243
H 2.174 1.124 -0.178 0.232
H 0.762 2.224 1.597 0.231
H -1.748 4.663 1.207 0.215
H -1.807 3.245 3.339 0.204
H -1.986 1.821 2.203 0.206
H -2.218 4.256 -2.580 0.258
H -2.227 4.921 -0.971 0.227
H -4.319 3.764 -1.594 0.239
H -3.573 3.045 -0.127 0.241
C 4.193 -1.491 -1.391 -0.638
C 5.376 -1.918 -0.552 -0.079
O 5.031 -1.959 0.850 -0.477
C 4.404 -3.047 1.263 0.693
O 4.099 -3.997 0.605 -0.544
C 4.142 -2.947 2.778 0.898
F 3.673 -1.741 3.114 -0.309
F 5.280 -3.153 3.455 -0.310
F 3.257 -3.860 3.164 -0.301
H 3.802 -0.539 -1.040 0.221
H 4.483 -1.382 -2.435 0.233
H 3.388 -2.224 -1.330 0.218
H 6.183 -1.192 -0.631 0.197
H 5.769 -2.884 -0.866 0.197
C -3.143 -4.003 1.657 -0.638
C -2.224 -4.095 2.855 -0.079
O -1.713 -2.797 3.222 -0.475
C -2.514 -2.041 3.955 0.692
O -3.608 -2.317 4.346 -0.539
C -1.804 -0.716 4.288 0.898
F -1.202 -0.201 3.209 -0.313
F -0.871 -0.913 5.227 -0.307
F -2.666 0.186 4.748 -0.302
H -2.635 -3.516 0.824 0.217
H -3.454 -4.999 1.346 0.224
H -4.033 -3.419 1.889 0.224
H -1.347 -4.693 2.621 0.200
H -2.720 -4.552 3.711 0.200
```

Calculated values
- Spin multiplicity: 1
- Structure (SMILES): C#CC1=CC(=O)c2c(ccc(C=C)c2CCC(F)(F)F)C1=O.CCOC(=O)C(F)(F)F.CCOC(=O)C(F)(F)F
- Charge: 0

=====

C25H22AsClN3O8SW | the ωB97M-V functional and the def2-TZVPD basis

Structure (XYZ):
```
62
Properties=species:S:1:pos:R:3:nbo_charge:R:1
W -0.313 0.230 -0.207 2.020
Cl -1.527 -6.009 -3.894 0.042
C -1.513 -4.458 -3.132 -0.081
C -2.147 -3.380 -3.741 -0.148
C -2.145 -2.133 -3.142 -0.254
C -1.495 -1.943 -1.928 0.358
O -1.523 -0.733 -1.363 -0.676
C -0.861 -3.031 -1.305 -0.161
C -0.217 -2.925 -0.019 0.243
N -0.015 -1.837 0.637 -0.491
C 0.618 -1.878 1.919 0.090
C 0.751 -2.961 2.765 -0.201
C 1.379 -2.766 3.992 -0.190
C 1.811 -1.511 4.381 -0.154
C 1.650 -0.386 3.564 -0.085
C 1.942 0.940 4.123 -0.146
C 1.620 2.146 3.656 -0.210
C 0.997 2.430 2.335 -0.191
N 0.838 0.315 1.323 -0.323
C 1.095 -0.627 2.311 0.174
C -0.883 -4.289 -1.920 -0.155
H -2.649 -3.526 -4.688 0.245
H -2.646 -1.293 -3.603 0.244
H 0.120 -3.864 0.416 0.198
H 0.361 -3.937 2.512 0.226
H 1.494 -3.603 4.667 0.236
H 2.247 -1.380 5.363 0.231
H 2.422 0.907 5.094 0.229
H 1.838 3.014 4.264 0.241
H 1.234 3.425 1.967 0.263
H -0.401 -5.132 -1.441 0.234
O 0.281 4.106 -0.230 -1.025
As -0.948 3.299 -1.185 2.430
O -1.373 4.053 -2.538 -1.060
O -0.061 1.767 -1.348 -1.050
C -2.206 2.468 -0.040 -0.373
C -3.400 2.108 -0.554 -0.152
C -4.077 0.924 -0.088 -0.243
C -3.417 0.038 0.680 -0.110
C -2.066 0.294 1.160 -0.413
C -1.515 1.614 0.936 -0.565
S -0.856 2.400 2.434 2.149
O -1.169 1.501 3.511 -0.921
O -1.289 3.767 2.449 -0.905
O 1.481 1.547 1.319 -0.335
H 0.124 5.061 -0.217 0.516
H -3.822 2.678 -1.374 0.250
H -5.092 0.734 -0.409 0.237
H -3.899 -0.877 0.999 0.229
H -1.803 -0.195 2.093 0.279
C 2.899 1.472 -3.986 -0.406
N 2.494 0.922 -2.695 -0.326
C 3.027 1.569 -1.501 -0.429
C 1.629 -0.050 -2.627 0.590
O 1.166 -0.549 -1.563 -0.709
H 2.565 2.506 -4.060 0.228
H 2.454 0.895 -4.792 0.222
H 3.984 1.436 -4.071 0.220
H 4.067 1.828 -1.688 0.223
H 2.969 0.887 -0.659 0.230
H 2.456 2.470 -1.276 0.239
H 1.319 -0.472 -3.586 0.169
```

Calculated values
- Spin multiplicity: 1
- ΔE to the lowest compared entry with this formula, charge and spin: 83.0 kcal/mol
- Charge: +1

=====

C25H22Br2O2 | the ωB97M-V functional and the def2-TZVPD basis

Structure (XYZ):
```
51
Properties=species:S:1:pos:R:3:nbo_charge:R:1
C -3.110 -1.114 3.137 -0.632
C -2.326 -1.647 1.954 -0.080
O -1.007 -0.964 2.067 -0.518
C -0.133 -1.553 1.219 0.806
O -0.409 -2.624 0.661 -0.635
C 1.065 -0.654 0.914 -0.325
C 2.304 -1.389 0.792 0.018
C 2.327 -2.537 -0.024 -0.233
C 3.487 -3.352 -0.145 -0.209
C 4.653 -3.000 0.542 -0.216
C 4.710 -1.730 1.098 -0.217
C 3.582 -0.871 1.167 -0.221
C 0.565 0.160 -0.710 -0.211
C -0.728 0.800 -0.506 -0.187
C -1.932 0.195 -0.722 -0.224
C -3.189 0.889 -0.822 0.015
C -4.398 0.134 -0.866 -0.205
C -5.624 0.793 -0.984 -0.235
C -5.678 2.199 -0.957 -0.087
Br -7.322 3.103 -1.307 0.063
C -4.478 2.939 -0.830 -0.216
C -3.255 2.295 -0.752 -0.214
C 1.736 0.977 -1.150 0.026
C 2.763 0.387 -1.902 -0.192
C 3.874 1.160 -2.270 -0.233
C 3.978 2.469 -1.763 -0.074
Br 5.400 3.609 -2.374 0.047
C 3.038 2.967 -0.862 -0.226
C 1.920 2.195 -0.554 -0.233
H -4.128 -1.541 3.065 0.215
H -2.621 -1.462 4.058 0.218
H -3.181 0.009 3.126 0.220
H -2.087 -2.717 2.025 0.218
H -2.713 -1.307 0.973 0.190
H 1.179 0.222 1.564 0.234
H 1.394 -2.805 -0.525 0.241
H 3.463 -4.241 -0.762 0.214
H 5.510 -3.661 0.477 0.216
H 5.678 -1.373 1.438 0.214
H 3.716 0.158 1.534 0.219
H 0.506 -0.834 -1.232 0.230
H -0.684 1.822 -0.136 0.197
H -1.949 -0.882 -1.000 0.219
H -4.365 -0.953 -0.815 0.218
H -6.543 0.237 -1.098 0.228
H -4.528 4.015 -0.806 0.226
H -2.324 2.869 -0.650 0.218
H 2.762 -0.660 -2.199 0.233
H 4.670 0.758 -2.899 0.234
H 3.197 3.934 -0.392 0.229
H 1.235 2.576 0.205 0.216
```

Calculated values
- Spin multiplicity: 1
- Structure (SMILES): CCOC(=O)[C@@H](c1ccccc1)[C@@H](/C=C/c1ccc(Br)cc1)c1ccc(Br)cc1
- ΔE to the lowest compared entry with this formula, charge and spin: 0.0 kcal/mol
- Charge: 0

=====

C25H22Cl3F5IrN4O2S3 | the ωB97M-V functional and the def2-TZVPD basis

Structure (XYZ):
```
65
Properties=species:S:1:pos:R:3:nbo_charge:R:1
Ir -0.458 0.562 0.319 1.064
Cl -2.141 -6.466 -0.911 0.038
C -1.903 -4.775 -1.042 -0.084
C -1.354 -4.075 0.033 -0.221
C -1.213 -2.712 -0.056 -0.187
Cl -0.561 -1.835 1.272 0.153
C -1.581 -1.957 -1.210 0.393
O -1.454 -0.701 -1.291 -0.730
C -2.092 -2.737 -2.303 -0.126
Cl -2.470 -1.895 -3.742 0.040
C -2.258 -4.100 -2.210 -0.215
H -1.037 -4.589 0.924 0.240
H -2.652 -4.649 -3.049 0.249
C -1.140 2.370 -2.821 -0.682
C -0.518 3.154 -1.738 0.138
N -0.195 2.675 -0.578 -0.443
C 0.352 3.608 0.264 0.081
C 0.455 4.849 -0.294 -0.391
S -0.155 4.842 -1.897 0.526
C 0.779 3.179 1.582 0.102
C 1.405 3.916 2.546 -0.402
S 1.788 2.937 3.899 0.531
C 1.091 1.574 3.095 0.125
N 0.613 1.862 1.923 -0.455
C 1.099 0.224 3.694 -0.674
H -1.243 1.336 -2.500 0.275
H -0.540 2.419 -3.727 0.249
H -2.126 2.766 -3.055 0.260
H 0.851 5.744 0.141 0.258
H 1.663 4.954 2.525 0.259
H 1.577 0.244 4.668 0.247
H 1.636 -0.462 3.041 0.250
H 0.081 -0.147 3.804 0.260
C 4.024 -1.496 -2.781 -0.409
N 2.873 -0.995 -2.057 -0.428
C 1.589 -1.603 -2.369 -0.398
C 2.845 -0.123 -1.012 0.818
O 1.762 0.005 -0.398 -0.785
N 3.906 0.632 -0.623 -0.427
C 3.683 1.614 0.422 -0.416
C 5.311 0.591 -0.970 -0.406
H 3.688 -2.263 -3.475 0.227
H 4.750 -1.963 -2.111 0.203
H 4.502 -0.711 -3.371 0.203
H 1.689 -2.245 -3.239 0.211
H 0.851 -0.825 -2.577 0.215
H 1.226 -2.198 -1.526 0.205
H 2.624 1.649 0.646 0.234
H 4.016 2.595 0.072 0.199
H 4.240 1.344 1.323 0.196
H 5.553 -0.120 -1.742 0.223
H 5.891 0.340 -0.076 0.202
H 5.622 1.584 -1.305 0.204
F -6.774 -2.325 3.015 -0.267
C -5.786 -1.542 2.596 0.305
C -4.799 -1.121 3.486 0.259
F -4.823 -1.535 4.751 -0.277
C -3.794 -0.271 3.047 0.358
F -2.837 0.111 3.903 -0.297
C -3.743 0.193 1.727 -0.353
S -2.609 1.433 1.269 -0.015
C -4.723 -0.275 0.843 0.353
F -4.686 0.111 -0.435 -0.282
C -5.729 -1.135 1.264 0.301
F -6.642 -1.570 0.398 -0.282
```

Calculated values
- Spin multiplicity: 1
- ΔE to the lowest compared entry with this formula, charge and spin: 73.1 kcal/mol
- Charge: +1

=====

C25H22Cl6FN2O | the ωB97M-V functional and the def2-TZVPD basis

Structure (XYZ):
```
57
Properties=species:S:1:pos:R:3:nbo_charge:R:1
C -1.387 -1.944 2.436 -0.650
C 0.102 -2.201 2.700 0.101
O 0.740 -2.383 1.436 -0.716
C 0.747 -1.135 3.589 -0.474
C 0.695 0.247 2.983 0.241
C 1.493 0.540 1.861 -0.123
C 1.454 1.815 1.350 -0.150
C 0.607 2.692 2.022 0.039
N -0.101 2.265 3.032 0.300
F -0.925 3.156 3.610 -0.120
N -0.133 1.091 3.582 -0.141
H -1.768 -1.101 3.010 0.214
H -1.571 -1.800 1.377 0.241
H -1.943 -2.815 2.773 0.242
H 0.191 -3.151 3.234 0.186
H 1.693 -2.394 1.569 0.466
H 1.790 -1.348 3.839 0.237
H 0.207 -1.147 4.534 0.259
H 2.111 -0.227 1.429 0.263
H 2.035 2.138 0.485 0.269
H 0.525 3.727 1.720 0.278
Cl 3.435 -2.318 -4.694 0.031
C 2.317 -3.170 -3.688 -0.068
C 1.694 -2.557 -2.611 -0.059
Cl 1.999 -0.893 -2.225 -0.005
C 0.809 -3.272 -1.820 -0.231
C 0.542 -4.601 -2.106 -0.190
C 1.160 -5.215 -3.187 -0.197
C 2.046 -4.500 -3.975 -0.211
H 0.327 -2.794 -0.979 0.240
H -0.148 -5.157 -1.486 0.222
H 0.952 -6.251 -3.415 0.227
H 2.529 -4.978 -4.816 0.238
Cl -4.709 -1.308 4.514 0.023
C -5.282 -0.092 3.424 -0.060
C -5.143 -0.224 2.050 -0.075
Cl -4.402 -1.620 1.347 0.024
C -5.606 0.777 1.207 -0.217
C -6.209 1.905 1.736 -0.199
C -6.353 2.036 3.111 -0.198
C -5.889 1.039 3.952 -0.218
H -5.497 0.673 0.137 0.235
H -6.569 2.683 1.075 0.227
H -6.827 2.914 3.527 0.228
H -5.999 1.140 5.023 0.237
Cl 2.864 2.313 -1.304 -0.025
C 3.344 2.884 -2.877 -0.047
C 2.580 3.812 -3.565 -0.066
Cl 1.122 4.462 -2.899 0.025
C 2.987 4.238 -4.820 -0.209
C 4.152 3.739 -5.378 -0.185
C 4.916 2.812 -4.682 -0.181
C 4.511 2.384 -3.430 -0.216
H 2.393 4.961 -5.362 0.241
H 4.464 4.073 -6.358 0.232
H 5.827 2.422 -5.114 0.230
H 5.102 1.661 -2.886 0.237
```

Calculated values
- Spin multiplicity: 1
- Charge: +1

=====

C25H22ClN6Os | the ωB97M-V functional and the def2-TZVPD basis

Structure (XYZ):
```
55
Properties=species:S:1:pos:R:3:mulliken_spin:R:1
Os 0.009 -1.357 0.017 3.011
C 4.195 4.259 1.406 -0.006
C 3.130 3.271 1.178 0.107
C 1.781 3.577 1.435 -0.022
C 0.793 2.684 1.120 0.137
C 1.055 1.431 0.497 0.041
N 0.000 0.689 -0.006 0.418
C -1.054 1.438 -0.497 0.080
C -0.794 2.695 -1.112 0.139
C -1.784 3.584 -1.431 -0.022
C -3.132 3.273 -1.179 0.109
C -4.199 4.258 -1.410 -0.006
C -3.412 1.977 -0.731 0.041
C -2.426 1.055 -0.406 -0.033
N -2.823 -0.229 0.008 -0.036
C -4.087 -0.598 0.296 0.077
C -4.111 -1.965 0.484 -0.007
C -2.801 -2.373 0.299 0.009
N -2.009 -1.321 0.020 -0.055
C 2.428 1.050 0.409 -0.037
C 3.413 1.974 0.734 0.038
N 2.829 -0.234 -0.002 -0.043
C 4.090 -0.598 -0.310 0.077
C 4.122 -1.968 -0.466 -0.005
C 2.820 -2.385 -0.243 0.015
N 2.024 -1.333 0.027 -0.056
H 3.787 5.239 1.637 0.000
H 4.871 4.332 0.550 0.011
H 4.834 3.952 2.240 0.016
H 1.538 4.534 1.871 0.001
H -0.233 2.934 1.343 -0.002
H 0.232 2.948 -1.330 -0.002
H -1.541 4.542 -1.866 0.001
H -3.794 5.240 -1.637 0.000
H -4.878 4.327 -0.556 0.012
H -4.833 3.950 -2.247 0.017
H -4.450 1.708 -0.645 0.008
H -4.901 0.090 0.387 0.002
H -4.962 -2.574 0.712 0.001
H -2.430 -3.378 0.351 0.003
H 4.451 1.703 0.651 0.007
H 4.893 0.097 -0.435 0.002
H 4.973 -2.574 -0.702 0.000
H 2.457 -3.394 -0.257 0.005
Cl 0.151 -6.459 2.603 0.000
C 0.062 -5.617 1.118 -0.004
C -0.007 -6.303 -0.100 0.002
C -0.078 -5.562 -1.269 -0.008
C -0.078 -4.177 -1.200 -0.017
N -0.009 -3.509 -0.035 -0.005
C 0.059 -4.219 1.099 -0.023
H -0.006 -7.383 -0.123 0.000
H -0.139 -6.055 -2.225 0.000
H -0.133 -3.579 -2.103 0.009
H 0.110 -3.667 2.031 -0.001
```

Calculated values
- Spin multiplicity: 5
- Charge: +3

=====

| no. | molecular weight (g/mol) | electronic energy (eV) |
| --- | --- | --- |
| 1 | 476.5 | -52352.14012 |
| 2 | 696.0 | -133613.49926 |
| 3 | 588.4 | -63006.08472 |
| 4 | 818.7 | -133147.26892 |
| 5 | 514.3 | -170460.67949 |
| 6 | 900.2 | -122830.63487 |
| 7 | 598.2 | -109152.47018 |
| 8 | 632.2 | -50183.88878 |